[1]
This record from the Open Molecules 2025 dataset describes C50H49BrN5RbS4SbSi as an isolated structure. The level of theory is ωB97M-V with the def2-TZVPD basis set.

CARTESIAN COORDINATES (ANGSTROEM)
Rb  0.76570  1.10157  1.04419
C  4.97892  3.51052  4.99715
Si  3.47031  3.42457  6.15105
C  4.05282  2.88572  7.83703
C  2.83786  5.13788  6.42989
C  2.21903  2.11102  5.65867
C  1.81481  1.08728  6.55182
C  0.91161  0.11715  6.17076
C  0.55447  0.05843  4.85106
N  0.82957  0.99927  3.97393
C  1.65488  2.11258  4.35256
S  1.90331  3.32665  3.17677
H  4.78891  3.95136  4.02624
H  5.35619  2.46190  4.82972
H  5.76334  4.01598  5.54705
H  4.71925  3.71756  8.13166
H  4.55211  1.92006  7.98376
H  3.14417  2.86407  8.53743
H  2.54272  5.42864  7.44031
H  1.91893  5.24295  5.87667
H  3.54511  5.94083  6.21401
H  2.14325  1.07550  7.63226
H  0.54433  -0.66650  6.82286
H  -0.04702  -0.76387  4.46002
S  3.79666  1.44732  -1.56488
C  2.69960  1.64374  -2.76837
N  2.91201  1.28976  -4.03649
C  1.80530  1.08834  -4.96058
C  0.55798  0.52310  -4.31387
N  0.24830  1.50555  -3.26073
C  -1.23293  1.55901  -2.83822
C  -2.29771  2.02186  -3.79048
C  -2.33160  3.42631  -4.10255
C  -3.17503  3.89530  -5.12758
C  -4.15950  3.01461  -5.62835
C  -4.15551  1.63248  -5.27555
C  -3.12414  1.07986  -4.42485
C  1.25230  2.10049  -2.59245
S  1.03284  3.44564  -1.56260
C  4.25364  0.96309  -4.58407
C  4.53658  -0.48369  -4.83802
C  4.23019  -1.43026  -3.82023
C  4.48892  -2.77322  -4.01365
C  4.95026  -3.20271  -5.22845
C  5.26917  -2.27654  -6.19822
C  5.11222  -0.90829  -6.02966
H  2.19010  0.49619  -5.82950
H  1.63111  2.02738  -5.42393
H  0.73340  -0.44243  -3.89338
H  -0.18410  0.45222  -5.07692
H  -1.15602  2.27709  -1.95124
H  -1.48943  0.69626  -2.44348
H  -1.52798  4.16297  -3.71003
H  -3.14914  5.00175  -5.20715
H  -4.75888  3.34733  -6.41394
H  -4.78715  1.06523  -5.91975
H  -3.08513  0.07080  -4.11396
H  4.99275  1.55189  -3.93261
H  4.34266  1.49526  -5.54217
H  3.71738  -1.08753  -2.90902
H  4.35019  -3.59273  -3.34810
H  5.14769  -4.24510  -5.42377
H  5.76433  -2.69522  -7.06853
H  5.29811  -0.17247  -6.78717
Br  0.77989  -2.03742  -1.76069
N  1.52743  -5.34335  3.60171
C  2.08965  -4.45510  3.12732
C  2.75432  -3.27135  2.81793
C  3.03174  -2.24436  3.71222
C  3.62662  -1.06105  3.31433
N  3.72889  -0.67331  2.08213
C  3.36833  -1.56010  1.14526
C  2.87536  -2.84135  1.51798
H  2.97722  -2.42599  4.76419
H  3.76305  -0.35503  4.12959
H  3.29536  -1.21650  0.13151
H  2.74841  -3.44428  0.63166
S  -2.54446  1.43078  0.21819
Sb  -3.58360  -0.48704  0.13321
C  -3.77377  -1.34532  -1.72449
C  -5.04778  -1.49156  -2.30607
C  -5.12874  -2.05908  -3.54799
C  -3.99147  -2.66875  -4.16090
C  -2.76637  -2.47958  -3.54733
C  -2.64234  -1.76902  -2.39760
C  -5.56118  -0.57190  0.95732
C  -6.14531  -1.81481  1.13099
C  -7.42303  -1.88758  1.57677
C  -7.98942  -0.73608  2.15187
C  -7.40490  0.46607  1.96510
C  -6.22535  0.58960  1.25251
C  -2.63806  -1.88808  1.27835
C  -2.89338  -1.79544  2.66774
C  -2.15946  -2.58786  3.52334
C  -1.24354  -3.48410  3.04021
C  -1.01454  -3.58845  1.62063
C  -1.78766  -2.79857  0.74549
H  -5.90637  -1.14223  -1.84767
H  -6.04648  -2.30172  -4.06967
H  -4.00008  -3.12341  -5.14563
H  -1.89042  -2.95374  -4.04629
H  -1.58571  -1.52779  -2.07445
H  -5.55834  -2.64572  0.86070
H  -8.00313  -2.75885  1.49272
H  -8.98821  -0.79931  2.53955
H  -7.79573  1.38204  2.47283
H  -5.94168  1.62219  1.10301
H  -3.70616  -1.12106  2.98684
H  -2.26182  -2.42195  4.60340
H  -0.63720  -4.07536  3.67598
H  -0.29616  -4.26001  1.24123
H  -1.64843  -3.00887  -0.32739

Values from the calculation:
E = -188550.944 eV
Orbital gap = 6.2 eV
Energy above the lowest of the compared OMol25 structures with the same formula, charge and spin = 0.0 kJ/mol
Multiplicity = 1
Charge = -1

[2]
This record from the Open Molecules 2025 dataset describes a 2-piece molecular cluster, C3H8N overall. The level of theory is ωB97M-V with the def2-TZVPD basis set.

CARTESIAN COORDINATES (ANGSTROEM)
C  1.13520  -0.23193  2.15063
C  -0.52003  -0.32174  -0.51060
C  -0.38513  0.98606  -1.05146
N  -1.26139  -1.27421  -1.03018
H  1.56877  0.67138  1.68605
H  0.05691  -0.18888  2.26591
H  1.95273  -0.81085  2.45752
H  0.53121  1.31104  -0.85560
H  -1.20845  1.63798  -0.64063
H  -0.59531  1.00125  -2.19995
H  -1.45356  -2.08067  -0.36327
H  -1.93107  -0.94520  -1.72921

Values from the calculation:
E = -4718.599 eV
Orbital gap (spin up / spin down) = 6.4 / 10.6 eV
Energy above the lowest of the compared OMol25 structures with the same formula, charge and spin = 465.9 kJ/mol
Multiplicity = 1
Charge = +1

[3]
This record from the Open Molecules 2025 dataset describes C33H28GeN4O2Sc as an isolated structure. The level of theory is ωB97M-V with the def2-TZVPD basis set.

CARTESIAN COORDINATES (ANGSTROEM)
Sc  1.14881  1.05514  -0.24842
O  4.62182  2.63463  -0.11672
C  3.46673  2.51087  -0.39672
O  2.87623  1.37900  -0.75567
C  2.50235  3.68417  -0.30996
C  2.97294  4.97880  -0.21513
C  2.05260  6.00933  -0.09729
C  0.69968  5.69765  -0.09317
C  0.31398  4.37562  -0.20103
N  1.18960  3.36923  -0.30292
H  4.04047  5.14778  -0.23534
H  2.38338  7.03494  -0.00726
H  -0.05038  6.47067  -0.00832
H  -0.73652  4.10980  -0.20788
N  -1.24687  0.89810  2.20635
C  -1.77103  1.16600  0.95930
C  -3.16130  1.30284  0.85218
C  -3.71287  1.68025  -0.34761
C  -2.87885  1.88740  -1.44934
C  -1.54398  1.64971  -1.29057
N  -0.97763  1.29912  -0.10972
C  0.03049  0.96513  2.74312
C  0.13697  1.00159  4.13609
C  1.38133  1.08800  4.71845
C  2.51379  1.09732  3.90385
C  2.33745  1.02659  2.54903
N  1.11659  0.98131  1.95571
H  -1.95704  0.80107  2.91483
H  -3.78838  1.12302  1.71544
H  -4.78130  1.82156  -0.43548
H  -3.27034  2.20977  -2.40271
H  -0.86411  1.73426  -2.13696
H  -0.75517  0.97949  4.74750
H  1.47559  1.14866  5.79393
H  3.50581  1.16823  4.32450
H  3.19298  0.99726  1.88286
C  2.54203  -2.35835  1.08251
Ge  1.13694  -1.69521  -0.14334
C  1.51667  -2.27449  -2.00488
C  1.70285  -1.35078  -3.03045
C  1.92484  -1.78696  -4.32732
C  1.95152  -3.14734  -4.59777
C  1.76946  -4.06838  -3.57601
C  1.55781  -3.63704  -2.27334
C  -0.61518  -2.37750  0.47308
C  -0.63876  -2.99133  1.70974
C  -1.82450  -3.51864  2.24394
C  -3.00103  -3.37840  1.56035
C  -3.03270  -2.77061  0.28350
C  -4.23762  -2.67544  -0.44955
C  -4.25003  -2.15521  -1.71356
C  -3.05140  -1.70955  -2.29685
C  -1.87922  -1.74439  -1.59175
C  -1.82523  -2.26860  -0.28232
H  2.59385  -3.44571  1.01446
H  2.37669  -2.07444  2.12128
H  3.50031  -1.95215  0.75848
H  1.69604  -0.28267  -2.81114
H  2.08187  -1.07240  -5.12456
H  2.12127  -3.49206  -5.60859
H  1.79487  -5.12916  -3.78655
H  1.42209  -4.36074  -1.47801
H  0.27490  -3.09135  2.28426
H  -1.79994  -4.02236  3.20081
H  -3.92639  -3.74134  1.99086
H  -5.14999  -3.06092  -0.01106
H  -5.17279  -2.10492  -2.27613
H  -3.06065  -1.34688  -3.31715
H  -0.96244  -1.39904  -2.05791

Values from the calculation:
E = -121936.702 eV
Orbital gap (spin up / spin down) = 6.8 / 5.2 eV
Energy above the lowest of the compared OMol25 structures with the same formula, charge and spin = 136.7 kJ/mol
Multiplicity = 2
Charge = +2

[4]
This record from the Open Molecules 2025 dataset describes an isolated ion of composition C3H12N3 and charge +1. The level of theory is ωB97M-V with the def2-TZVPD basis set.

CARTESIAN COORDINATES (ANGSTROEM)
C  0.80400  0.05679  -1.73903
C  0.59390  1.71788  0.01277
C  -1.17612  -1.19845  0.56934
N  -0.16059  -1.01930  1.71311
N  -0.96477  0.11615  -0.14087
N  0.37759  0.37844  -0.39075
H  0.50164  0.38556  -2.71332
H  1.87198  0.20535  -1.78815
H  0.69021  -1.07279  -1.80636
H  -0.11411  2.36041  -0.58046
H  0.51244  1.80627  1.18084
H  1.60540  2.04978  -0.28271
H  -2.23168  -1.17072  0.87559
H  -0.77294  -2.10759  0.12698
H  0.18591  -1.91376  1.98883
H  -0.65876  -0.47644  2.53396
H  -1.67487  0.31645  -0.86154
H  0.61077  -0.43404  1.30175

Values from the calculation:
E = -7767.195 eV
Orbital gap = 10.3 eV
Energy above the lowest of the compared OMol25 structures with the same formula, charge and spin = 331.5 kJ/mol
Multiplicity = 1
Charge = +1

[5]
This record from the Open Molecules 2025 dataset describes Ba3BrI4O8P2Pb2 as an isolated structure. The level of theory is ωB97M-V with the def2-TZVPD basis set.

CARTESIAN COORDINATES (ANGSTROEM)
Pb  -0.38111  1.62088  -0.77597
Pb  -3.03193  -1.69045  0.72151
Ba  3.86097  2.24653  0.74634
Ba  1.80828  -1.68672  1.48085
Ba  -2.04650  -1.94450  -2.83253
I  -1.89118  1.66306  -4.11140
I  -4.74764  0.09069  -1.19965
I  -2.38213  4.53663  -1.14301
I  2.44267  2.76208  -2.64034
P  -0.70926  -3.04223  -0.36873
O  -1.03537  -1.33755  -0.06248
O  -0.09030  -3.42380  0.92783
O  0.09954  -2.98856  -1.67676
O  -2.16886  -3.27935  -0.90730
P  0.83894  1.43019  2.41731
O  1.53157  0.95297  0.70205
O  2.15356  2.16638  2.80867
O  0.87898  0.08451  3.22616
O  -0.34920  2.25735  1.66567
Br  5.21897  -0.41811  1.02177

Values from the calculation:
E = -150000.291 eV
Orbital gap = 4.9 eV
Multiplicity = 1
Charge = -1

Question: charge of number 3 (C33H28GeN4O2Sc)?
Answer: +2

Question: Which of these has the highest multiplicity?
Answer: C33H28GeN4O2Sc

Question: Which of these has the highest multiplicity?
Answer: C33H28GeN4O2Sc

Question: Number 4 is which compound?
Answer: C3H12N3